[1]
This record from OMol25 describes a cluster of 8 separate species, C35H61F15N2O11 in total at a distorted geometry. The level of theory is ωB97M-V/def2-TZVPD.

Summary:
maximum force: 2.0 eV/A
lowest unoccupied orbital energy: 0.0116 hartree
E_HOMO: -8.0 eV
SMILES: CCOC(=O)C(F)(F)F.CCOC(=O)C(F)(F)F.CCOC(=O)C(F)(F)F.CCOC(=O)C(F)(F)F.CCOC(=O)C(F)(F)F.CCN(CC)CC.CCN(CC)CC.CC(C)=O
E: -3805.39652 a.u.

```
124
C35H61F15N2O11 ωB97M-V/def2-TZVPD
C 0.779 -4.642 -5.499
C 0.108 -3.330 -5.080
O -1.130 -3.588 -4.437
C -1.120 -3.907 -3.153
O -0.143 -3.975 -2.474
C -2.570 -4.036 -2.627
F -2.566 -4.814 -1.546
F -3.070 -2.846 -2.300
F -3.340 -4.593 -3.564
H 0.184 -5.116 -6.277
H 0.956 -5.325 -4.669
H 1.758 -4.361 -5.895
H 0.013 -2.773 -6.008
H 0.752 -2.779 -4.394
C 3.997 0.987 -0.873
C 4.390 1.877 -2.014
O 5.726 1.539 -2.406
C 6.285 2.184 -3.415
O 5.673 2.815 -4.224
C 7.764 1.768 -3.596
F 8.555 2.724 -3.079
F 8.036 0.622 -3.005
F 8.065 1.701 -4.889
H 4.637 1.094 0.003
H 3.891 -0.073 -1.105
H 2.986 1.298 -0.587
H 4.307 2.939 -1.789
H 3.746 1.631 -2.865
C -3.820 0.434 -0.733
C -5.310 0.720 -0.576
O -5.526 2.067 -0.122
C -5.787 2.235 1.159
O -5.996 1.346 1.926
C -5.836 3.719 1.560
F -4.703 4.039 2.201
F -5.961 4.516 0.496
F -6.872 3.925 2.374
H -3.323 1.195 -1.331
H -3.771 -0.557 -1.184
H -3.304 0.371 0.224
H -5.747 0.008 0.121
H -5.835 0.602 -1.520
C 1.910 1.017 3.590
C 1.757 1.725 2.274
O 0.454 2.323 2.213
C 0.012 2.706 1.026
O 0.581 2.518 -0.009
C -1.291 3.504 1.146
F -2.060 3.402 0.078
F -1.981 3.124 2.218
F -0.952 4.802 1.270
H 1.173 0.225 3.758
H 1.614 1.660 4.430
H 2.939 0.740 3.806
H 1.966 1.062 1.436
H 2.470 2.550 2.189
C 2.388 -4.576 1.688
C 3.462 -3.576 2.066
O 3.455 -3.386 3.481
C 4.177 -2.403 3.973
O 4.728 -1.582 3.303
C 4.205 -2.358 5.498
F 3.383 -1.399 5.921
F 3.810 -3.508 6.052
F 5.443 -2.120 5.917
H 2.744 -5.548 2.035
H 2.248 -4.657 0.612
H 1.436 -4.362 2.170
H 3.347 -2.615 1.565
H 4.451 -3.958 1.805
C 2.469 1.472 -4.973
C 1.821 0.100 -5.201
N 0.353 0.122 -5.125
C -0.161 0.523 -3.821
C 0.581 -0.075 -2.613
C -0.270 0.888 -6.190
C -1.642 0.301 -6.517
H 2.441 1.732 -3.911
H 1.955 2.277 -5.495
H 3.522 1.484 -5.255
H 2.008 -0.226 -6.231
H 2.219 -0.729 -4.615
H -0.272 1.611 -3.696
H -1.190 0.170 -3.697
H 0.699 -1.145 -2.795
H 1.540 0.397 -2.404
H -0.049 0.063 -1.734
H 0.337 0.841 -7.097
H -0.381 1.963 -5.982
H -1.488 -0.744 -6.799
H -2.156 0.864 -7.297
H -2.325 0.203 -5.671
C -4.493 2.761 5.972
C -3.871 1.425 6.408
N -2.861 0.900 5.502
C -3.481 0.235 4.361
C -2.502 -0.400 3.365
C -1.781 1.813 5.140
C -1.043 2.271 6.388
H -5.267 3.146 6.634
H -4.953 2.626 4.989
H -3.716 3.516 5.861
H -3.351 1.603 7.358
H -4.615 0.682 6.695
H -4.120 -0.541 4.783
H -4.078 0.935 3.756
H -1.841 -1.084 3.904
H -3.080 -1.016 2.669
H -1.991 0.319 2.727
H -2.136 2.630 4.507
H -1.059 1.237 4.562
H -1.647 2.964 6.983
H -0.101 2.801 6.236
H -0.848 1.450 7.081
C 1.086 -1.633 0.270
C -0.379 -1.337 0.221
C -1.328 -2.508 0.347
O -0.789 -0.200 0.125
H 1.464 -1.780 1.280
H 1.630 -0.865 -0.274
H 1.146 -2.597 -0.246
H -2.367 -2.219 0.197
H -1.258 -2.896 1.367
H -1.132 -3.282 -0.389
```

***

[2]
This record from OMol25 describes a cluster of 3 separate species, C35H61IN6O5S in total at a distorted geometry. The level of theory is ωB97M-V/def2-TZVPD.

Summary:
maximum force: 6.7 eV/A
lowest unoccupied orbital energy (alpha / beta): 0.0111 / -0.0073 hartree
E_HOMO (alpha / beta): -8.9 / -9.0 eV
multiplicity: 3
E: -2770.39168 a.u.

```
109
C35H61IN6O5S ωB97M-V/def2-TZVPD
C 5.809 -0.051 0.122
C 4.198 -0.200 0.378
O 3.568 0.721 -0.549
C 2.214 0.261 -0.917
C 2.165 -0.227 -2.487
C 3.174 -1.472 -2.526
N 3.683 -2.560 -2.697
C 2.815 1.005 -3.272
C 2.684 1.062 -4.854
S 3.319 -0.416 -5.780
C 3.158 0.121 -7.569
N 2.805 -0.644 -8.731
N 2.816 0.318 -9.733
C 3.146 1.609 -9.190
O 3.391 1.511 -7.771
C 0.625 -0.570 -2.790
C -0.102 0.883 -2.893
N -0.683 1.944 -2.899
C 0.337 -1.199 -4.277
O 1.005 -2.452 -4.511
C 0.753 -2.951 -5.843
C 1.490 -4.388 -6.065
C -0.070 -1.601 -1.778
C -1.386 -1.137 -0.995
C -2.698 -0.906 -1.948
I -1.118 0.415 0.515
H 6.422 -0.328 1.046
H 5.999 1.017 -0.264
H 6.021 -0.745 -0.786
H 3.969 0.152 1.452
H 3.967 -1.308 0.192
H 1.977 -0.579 -0.182
H 1.539 1.176 -0.731
H 3.954 0.990 -3.040
H 2.437 1.987 -2.780
H 1.594 1.362 -5.124
H 3.320 1.965 -5.216
H 3.228 2.633 -9.678
H 0.424 -0.430 -5.119
H -0.800 -1.462 -4.234
H -0.380 -3.038 -6.068
H 1.198 -2.259 -6.663
H 2.642 -4.291 -5.952
H 1.134 -5.135 -5.262
H 1.325 -4.789 -7.138
H -0.395 -2.549 -2.370
H 0.646 -2.039 -0.974
H -1.697 -2.069 -0.370
H -2.761 -1.689 -2.781
H -3.602 -0.990 -1.225
H -2.714 0.182 -2.335
C -1.387 6.674 0.805
C -2.146 5.319 0.809
C -3.650 5.546 0.520
C -4.448 6.080 1.706
C -4.198 5.237 2.952
C -2.697 5.097 3.284
N -1.897 4.628 2.113
O -2.158 3.299 1.937
C -2.159 6.454 3.797
C -2.544 4.161 4.513
C -1.554 4.550 -0.405
H -0.526 6.656 1.478
H -0.986 6.915 -0.184
H -2.025 7.517 1.081
H -4.108 4.600 0.207
H -3.768 6.234 -0.324
H -4.192 7.126 1.894
H -5.514 6.065 1.464
H -4.733 5.680 3.798
H -4.644 4.246 2.800
H -1.082 6.405 3.988
H -2.644 6.733 4.738
H -2.344 7.286 3.119
H -2.995 3.177 4.353
H -3.040 4.587 5.390
H -1.490 4.017 4.768
H -0.491 4.338 -0.261
H -1.656 5.140 -1.321
H -2.073 3.606 -0.596
C -1.259 -3.188 5.610
C -1.564 -3.951 4.293
C -1.554 -5.479 4.544
C -0.159 -6.090 4.661
C 0.718 -5.669 3.487
C 0.773 -4.138 3.305
N -0.586 -3.522 3.245
O -1.122 -3.819 2.026
C 1.598 -3.518 4.459
C 1.620 -3.816 2.044
C -3.026 -3.550 3.954
H -0.753 -2.238 5.417
H -2.172 -2.933 6.156
H -0.649 -3.770 6.305
H -2.074 -5.987 3.723
H -2.119 -5.711 5.453
H 0.303 -5.798 5.608
H -0.241 -7.180 4.683
H 1.726 -6.071 3.630
H 0.332 -6.143 2.574
H 1.609 -2.425 4.391
H 2.638 -3.857 4.419
H 1.242 -3.791 5.450
H 1.231 -4.295 1.141
H 2.647 -4.174 2.163
H 1.667 -2.737 1.867
H -3.107 -2.480 3.745
H -3.693 -3.779 4.792
H -3.423 -4.101 3.096
```

***

Which value of maximum force does entry 1 give? 2.0 eV/A